Record 1
# C3H3N3

An isolated molecule of C3H3N3 (ωB97M-V with the def2-TZVPD basis set, the Open Molecules 2025 dataset).

Atoms and positions in Å:
C1 -1.9476 -0.6054 -0.0748
N1 -0.6461 -0.5849 0.0814
N2 -0.2827 0.8291 -0.0476
C2 0.9986 0.7673 -0.0139
C3 1.9927 -0.2831 0.1274
N3 3.1728 -0.7271 -0.0938
H1 -2.2768 -1.5390 -0.0705
H2 -2.5040 0.3515 0.0820
H3 1.4930 1.7916 0.0097

Output
* E_HOMO: -10.542 eV
* frontier orbital gap: 0.36091 Ha
* total charge: 0
* SMILES: C=N/N=C\C#N
* energy relative to the best compared isomer or geometry (same formula, charge and spin): 91.6 kcal/mol
* molar mass: 81.1 g/mol

Okay, here come the Mulliken numbers, in e, for every atom: atom 1 (C): -0.294, atom 2 (N): -0.308, atom 3 (N): -0.333, atom 4 (C): 0.030, atom 5 (C): 0.367, atom 6 (N): -0.397, atom 7 (H): 0.331, atom 8 (H): 0.290, atom 9 (H): 0.314



Record 2
# C13H11N3O2S2

An isolated molecule of C13H11N3O2S2 (ωB97M-V with the def2-TZVPD basis set, the Open Molecules 2025 dataset).

Atoms and positions in Å:
C1 -0.3312 -2.2471 -4.8359
C2 -0.5533 -1.5724 -3.5276
S1 0.7947 -1.3661 -2.4379
C3 -0.2203 -0.5775 -1.2847
N1 0.2244 -0.1030 -0.0789
C4 1.4811 -0.1696 0.3879
S2 2.7562 -0.8503 -0.4083
N2 1.7072 0.3817 1.6371
C5 0.7939 0.9941 2.4595
O1 -0.3848 1.1294 2.1742
C6 1.3633 1.4724 3.7136
C7 0.7528 2.1236 4.7593
C8 1.7601 2.3564 5.7158
C9 2.9059 1.8341 5.1890
O2 2.6813 1.2993 3.9852
C10 -1.5249 -0.4872 -1.7308
C11 -2.5600 0.1041 -0.9943
N3 -3.4216 0.5827 -0.4050
C12 -1.7101 -1.0633 -3.0257
C13 -3.0391 -1.0710 -3.7055
H1 0.7090 -2.5501 -4.9245
H2 -0.9594 -3.1334 -4.9260
H3 -0.5686 -1.5766 -5.6620
H4 -0.4589 0.3557 0.5426
H5 2.6669 0.3124 1.9545
H6 -0.2824 2.3897 4.8128
H7 1.6512 2.8432 6.6625
H8 3.9085 1.7860 5.5668
H9 -3.7946 -1.5002 -3.0486
H10 -3.0005 -1.6453 -4.6263
H11 -3.3470 -0.0518 -3.9387

Output
* E_HOMO: -8.102 eV
* frontier orbital gap: 0.28300 Ha
* total charge: 0
* SMILES: Cc1sc(NC(=S)NC(=O)c2ccco2)c(C#N)c1C
* energy relative to the best compared isomer or geometry (same formula, charge and spin): 0.0 kcal/mol
* molar mass: 305.4 g/mol

Okay, here come the Mulliken numbers, in e, for every atom: atom 1 (C): -1.351, atom 2 (C): 0.896, atom 3 (S): -0.274, atom 4 (C): 0.346, atom 5 (N): -0.022, atom 6 (C): 0.187, atom 7 (S): -0.487, atom 8 (N): -0.112, atom 9 (C): 0.454, atom 10 (O): -0.776, atom 11 (C): 0.365, atom 12 (C): -0.474, atom 13 (C): -0.424, atom 14 (C): -0.402, atom 15 (O): -0.350, atom 16 (C): 0.311, atom 17 (C): -0.111, atom 18 (N): -0.551, atom 19 (C): 0.010, atom 20 (C): -1.510, atom 21 (H): 0.413, atom 22 (H): 0.327, atom 23 (H): 0.319, atom 24 (H): 0.330, atom 25 (H): 0.357, atom 26 (H): 0.520, atom 27 (H): 0.451, atom 28 (H): 0.458, atom 29 (H): 0.375, atom 30 (H): 0.391, atom 31 (H): 0.333



Record 3
# C10H30BeNO13

C10H30BeNO13 as an isolated structure (ωB97M-V with the def2-TZVPD basis set, the Open Molecules 2025 dataset).

Atoms and positions in Å:
Be1 -0.1268 0.1147 -0.1555
N1 -1.4050 2.4233 -2.7822
O1 -1.2336 2.6176 -3.9403
O2 -2.2215 3.1002 -2.1652
O3 -0.6701 1.6924 -2.0890
C1 2.4360 2.1168 -2.0889
C2 3.9071 2.3004 -2.4244
O4 4.4471 3.2442 -1.4750
O5 2.1187 1.6428 -0.7772
H1 1.9510 1.3967 -2.7480
H2 1.9095 3.0411 -2.3268
H3 4.0245 2.6737 -3.4418
H4 4.3722 1.3322 -2.2393
H5 5.1497 3.7696 -1.8648
H6 2.6863 2.1502 -0.1924
C3 -2.0165 -2.7478 3.0959
C4 -1.9521 -2.5881 1.5595
O6 -0.7262 -2.2683 1.0341
O7 -2.2333 -1.5353 3.8323
H7 -1.1892 -3.3107 3.5279
H8 -2.8183 -3.3993 3.4431
H9 -2.8055 -1.9785 1.2624
H10 -2.1858 -3.5215 1.0474
H11 -0.2186 -3.0097 0.6961
H12 -2.4180 -1.6801 4.7632
C5 2.1541 -1.7986 1.2984
C6 2.8690 -1.6790 -0.0478
O8 1.8893 -1.6029 -1.1003
O9 1.4305 -0.6301 1.6522
H13 2.8429 -2.0819 2.0942
H14 1.7140 -2.7878 1.1728
H15 3.4997 -2.5420 -0.2615
H16 3.4419 -0.7556 0.0371
H17 2.1584 -1.8577 -1.9858
H18 1.5936 -0.6513 2.5980
C7 -0.8557 1.5625 2.6451
C8 -1.2007 2.7943 1.8864
O10 -0.3681 2.9942 0.7218
O11 -1.3115 0.3747 2.0463
H19 -1.3315 1.5517 3.6257
H20 0.1915 1.3438 2.8543
H21 -0.9500 3.6613 2.4976
H22 -2.2045 2.8874 1.4719
H23 -0.4382 3.9057 0.4288
H24 -1.3104 -0.2618 2.7650
C9 -2.8920 -1.2786 -1.4669
C10 -2.0657 -1.3923 -2.7369
O12 -0.6805 -1.6289 -2.2371
O13 -2.5335 -0.1281 -0.7429
H25 -2.8007 -2.2324 -0.9472
H26 -3.9495 -1.1882 -1.7153
H27 -2.0006 -0.4970 -3.3552
H28 -2.3089 -2.1118 -3.5188
H29 -0.0745 -1.7584 -2.9703
H30 -3.2901 0.2128 -0.2602

Output
* E_HOMO: -10.265 eV
* frontier orbital gap: 0.20142 Ha
* total charge: +1
* energy relative to the best compared isomer or geometry (same formula, charge and spin): 49.9 kcal/mol
* molar mass: 381.4 g/mol

Okay, here come the Mulliken numbers, in e, for every atom: atom 1 (Be): 1.258, atom 2 (N): 0.781, atom 3 (O): -0.608, atom 4 (O): -0.619, atom 5 (O): -0.445, atom 6 (C): -0.392, atom 7 (C): -0.484, atom 8 (O): -0.529, atom 9 (O): -0.254, atom 10 (H): 0.272, atom 11 (H): 0.300, atom 12 (H): 0.418, atom 13 (H): 0.217, atom 14 (H): 0.297, atom 15 (H): 0.221, atom 16 (C): -0.733, atom 17 (C): -0.712, atom 18 (O): -0.136, atom 19 (O): -0.572, atom 20 (H): 0.321, atom 21 (H): 0.489, atom 22 (H): 0.247, atom 23 (H): 0.659, atom 24 (H): 0.165, atom 25 (H): 0.295, atom 26 (C): -0.774, atom 27 (C): -0.401, atom 28 (O): -0.307, atom 29 (O): -0.203, atom 30 (H): 0.628, atom 31 (H): 0.147, atom 32 (H): 0.488, atom 33 (H): 0.157, atom 34 (H): 0.248, atom 35 (H): 0.234, atom 36 (C): -0.469, atom 37 (C): -0.597, atom 38 (O): -0.376, atom 39 (O): -0.153, atom 40 (H): 0.394, atom 41 (H): 0.309, atom 42 (H): 0.425, atom 43 (H): 0.299, atom 44 (H): 0.243, atom 45 (H): 0.147, atom 46 (C): -0.445, atom 47 (C): -0.569, atom 48 (O): -0.402, atom 49 (O): -0.269, atom 50 (H): 0.161, atom 51 (H): 0.508, atom 52 (H): 0.247, atom 53 (H): 0.441, atom 54 (H): 0.242, atom 55 (H): 0.190



Record 4
# C5H13N3

An isolated molecule of C5H13N3 (ωB97M-V with the def2-TZVPD basis set, the Open Molecules 2025 dataset).

Atoms and positions in Å:
C1 3.3613 0.3983 -0.0115
N1 2.2768 -0.5449 0.1253
N2 1.0808 -0.2065 -0.2002
C2 -0.0487 -0.6120 0.2717
C3 -1.3589 -0.0054 -0.0595
C4 -2.4638 -0.9831 -0.3281
C5 -1.7574 0.8855 1.1830
N3 -1.2007 0.8994 -1.2080
H1 3.5075 0.8999 -1.0205
H2 3.5373 1.1335 0.7195
H3 4.3061 -0.2700 0.0601
H4 2.4951 -1.3038 0.7543
H5 -0.1690 -1.3989 0.9964
H6 -2.3465 -1.8096 0.3524
H7 -3.4659 -0.5190 -0.1957
H8 -2.3429 -1.2414 -1.3865
H9 -2.0490 0.0847 1.9174
H10 -2.6763 1.4883 1.1494
H11 -0.9501 1.4490 1.6266
H12 -0.3043 0.5252 -1.4806
H13 -1.0358 1.8269 -0.8456

Output
* E_HOMO: -8.307 eV
* frontier orbital gap: 0.33964 Ha
* total charge: 0
* SMILES: CN/N=C/C(C)(C)N
* energy relative to the best compared isomer or geometry (same formula, charge and spin): 60.1 kcal/mol
* molar mass: 115.2 g/mol

Okay, here come the Mulliken numbers, in e, for every atom: atom 1 (C): -0.832, atom 2 (N): -0.328, atom 3 (N): -0.041, atom 4 (C): -0.718, atom 5 (C): 1.346, atom 6 (C): -1.467, atom 7 (C): -1.586, atom 8 (N): -0.830, atom 9 (H): 0.254, atom 10 (H): 0.303, atom 11 (H): 0.289, atom 12 (H): 0.277, atom 13 (H): 0.433, atom 14 (H): 0.366, atom 15 (H): 0.303, atom 16 (H): 0.384, atom 17 (H): 0.365, atom 18 (H): 0.383, atom 19 (H): 0.425, atom 20 (H): 0.410, atom 21 (H): 0.264



Record 5
# H2KO

H2KO as an isolated structure (ωB97M-V with the def2-TZVPD basis set, the Open Molecules 2025 dataset).

Atoms and positions in Å:
O1 -0.1245 0.4549 0.2918
H1 -0.9986 0.4852 -0.1591
H2 -0.2809 -0.0845 1.0998
K1 1.4040 -0.8555 -1.2326

Output
* E_HOMO: -17.047 eV
* frontier orbital gap: 0.46653 Ha
* total charge: +1
* energy relative to the best compared isomer or geometry (same formula, charge and spin): 3.9 kcal/mol
* molar mass: 57.1 g/mol

Okay, here come the Mulliken numbers, in e, for every atom: atom 1 (O): -0.736, atom 2 (H): 0.375, atom 3 (H): 0.374, atom 4 (K): 0.987



Record 6
# C9H14O

A 2-piece molecular cluster, C9H14O overall (ωB97M-V with the def2-TZVPD basis set, the Open Molecules 2025 dataset).

Atoms and positions in Å:
C1 -0.9314 -2.3181 1.9285
C2 -0.8661 -1.2735 0.8226
C3 -0.3783 -1.6065 -0.4230
C4 -0.5656 -0.7390 -1.5053
C5 -1.2576 0.4319 -1.2897
O1 -1.6189 1.3024 -2.2841
C6 -1.6799 0.8053 -0.0152
C7 -1.4757 -0.0361 1.0717
H1 -0.5499 -1.9336 2.8701
H2 -0.3573 -3.2195 1.6928
H3 -1.9685 -2.5939 2.0720
H4 0.0881 -2.5759 -0.5523
H5 -0.2051 -0.9717 -2.5018
H6 -1.2121 1.0579 -3.1327
H7 -2.2855 1.7066 0.0631
H8 -1.6803 0.3814 2.0332
C8 1.7599 1.2827 0.5766
C9 2.4463 1.5958 -0.7841
H9 1.7648 2.2574 1.0581
H10 0.7596 0.8937 0.3919
H11 2.2852 0.5143 1.1514
H12 3.1371 0.7902 -1.0839
H13 3.1196 2.4459 -0.6549
H14 1.6718 1.8023 -1.5049

Output
* E_HOMO: -8.433 eV
* frontier orbital gap: 0.34106 Ha
* total charge: 0
* SMILES: Cc1ccc(O)cc1.CC
* energy relative to the best compared isomer or geometry (same formula, charge and spin): 11.7 kcal/mol
* molar mass: 138.2 g/mol

Okay, here come the Mulliken numbers, in e, for every atom: atom 1 (C): -1.517, atom 2 (C): 0.903, atom 3 (C): -0.592, atom 4 (C): -0.439, atom 5 (C): 0.637, atom 6 (O): -0.556, atom 7 (C): -0.505, atom 8 (C): -0.627, atom 9 (H): 0.325, atom 10 (H): 0.370, atom 11 (H): 0.324, atom 12 (H): 0.322, atom 13 (H): 0.309, atom 14 (H): 0.304, atom 15 (H): 0.358, atom 16 (H): 0.363, atom 17 (C): -0.411, atom 18 (C): -0.903, atom 19 (H): 0.348, atom 20 (H): -0.096, atom 21 (H): 0.266, atom 22 (H): 0.232, atom 23 (H): 0.339, atom 24 (H): 0.246



> total charge of number 5 (H2KO)?

+1



> Which of these has the lowest frontier orbital gap?

C10H30BeNO13



> Which value of frontier orbital gap does entry 6 give?

0.34106 Ha



What did the fifth record say?
# H2KO

H2KO as an isolated structure (ωB97M-V with the def2-TZVPD basis set, the Open Molecules 2025 dataset).

Atoms and positions in Å:
O1 -0.1245 0.4549 0.2918
H1 -0.9986 0.4852 -0.1591
H2 -0.2809 -0.0845 1.0998
K1 1.4040 -0.8555 -1.2326

Output
* E_HOMO: -17.047 eV
* frontier orbital gap: 0.46653 Ha
* total charge: +1
* energy relative to the best compared isomer or geometry (same formula, charge and spin): 3.9 kcal/mol
* molar mass: 57.1 g/mol

Okay, here come the Mulliken numbers, in e, for every atom: atom 1 (O): -0.736, atom 2 (H): 0.375, atom 3 (H): 0.374, atom 4 (K): 0.987